Entry 1:
Density functional theory data (ωB97M-V/def2-TZVPD) for a 2-piece molecular cluster, C4H10N overall.

Last column: Löwdin charge in e.
Geometry (Å):
C (2.59, 0.45, 0.19)  -0.047
C (2.12, -0.69, -0.35)  -0.080
H (1.96, 0.92, 0.93)  0.039
H (3.64, 0.67, 0.04)  0.060
H (1.20, -1.12, 0.02)  0.011
H (2.62, -1.13, -1.20)  0.055
C (-1.55, -0.67, 0.84)  0.006
C (-1.30, 0.87, -0.97)  0.183
N (-2.02, 0.45, -0.01)  0.033
H (-0.87, -0.36, 1.63)  0.111
H (-2.41, -1.05, 1.38)  0.106
H (-1.11, -1.43, 0.19)  0.098
H (-0.39, 0.38, -1.29)  0.112
H (-1.67, 1.66, -1.63)  0.132
H (-2.80, 1.06, 0.24)  0.181

The calculation puts the gap between HOMO and LUMO at 8.0 eV. For the HOMO energy, the calculation gives -0.494 Ha. The calculation puts the total energy at -5791.3711 eV. As for the LUMO energy: -5.47 eV. Its total charge is +1.


Entry 2:
Density functional theory data (ωB97M-V/def2-TZVPD) for C17H25NO4 as an isolated structure.

Last column: Löwdin charge in e.
Geometry (Å):
C (3.14, 5.28, 0.22)  -0.173
C (3.48, 3.91, -0.26)  -0.241
C (2.54, 3.39, -1.47)  -0.162
C (3.11, 2.13, -1.91)  -0.320
C (2.25, 1.75, -2.96)  -0.305
C (1.02, 1.21, -2.68)  -0.321
O (1.26, 0.08, -1.77)  -0.071
C (-0.15, -0.36, -1.34)  -0.083
C (-1.42, 0.04, -1.63)  0.028
C (-2.45, -0.71, -0.93)  -0.034
C (-2.25, -1.75, -0.30)  -0.254
C (-0.97, -2.02, 0.05)  -0.118
C (0.08, -1.42, -0.24)  0.009
H (1.13, -1.88, -0.31)  0.158
H (-0.83, -2.87, 0.86)  0.166
C (-3.29, -2.40, 0.57)  -0.195
C (-3.51, -3.91, 0.56)  -0.607
O (-4.46, -4.50, 0.75)  0.180
O (-2.67, -4.51, -0.27)  0.112
H (-2.57, -5.49, -0.30)  0.154
H (-4.39, -1.85, 0.14)  0.230
C (-3.30, -2.13, 1.95)  -0.170
C (-2.31, -2.87, 2.68)  -0.546
O (-2.04, -4.10, 2.64)  0.048
N (-1.71, -1.89, 3.34)  0.193
H (-1.67, -1.08, 3.47)  -0.041
C (-0.28, -2.50, 4.35)  0.124
H (0.50, -2.19, 3.59)  0.085
H (-0.21, -3.63, 4.08)  0.087
H (-0.31, -2.32, 5.27)  -0.047
H (-3.50, -1.01, 2.17)  0.160
H (-4.47, -2.37, 2.52)  0.232
H (-3.45, -0.41, -1.24)  0.133
H (-1.54, 0.81, -2.17)  0.030
H (0.41, 0.91, -3.58)  0.154
H (0.33, 1.91, -2.44)  0.089
H (2.09, 2.50, -3.89)  0.168
H (3.03, 0.59, -3.62)  0.215
H (3.12, 1.40, -1.21)  0.081
H (4.30, 2.23, -2.44)  0.204
H (1.75, 3.28, -0.98)  0.040
H (2.92, 4.15, -2.39)  0.203
H (3.68, 3.35, 0.50)  0.024
H (4.69, 4.16, -0.57)  0.170
H (2.09, 5.41, 0.52)  0.068
H (3.03, 6.02, -0.47)  0.026
H (3.77, 5.65, 1.13)  0.116

The calculation puts the gap between HOMO and LUMO at 9.6 eV. For the HOMO energy, the calculation gives -0.336 Ha. The calculation puts the total energy at -27698.4908 eV. As for the LUMO energy: 0.49 eV.


> What is the gap between HOMO and LUMO in the first record?

8.0 eV


> What is the formula in the second record?

C17H25NO4


> What is the gap between HOMO and LUMO in the first record?

8.0 eV


Repeat the second record exactly.
Density functional theory data (ωB97M-V/def2-TZVPD) for C17H25NO4 as an isolated structure.

Last column: Löwdin charge in e.
Geometry (Å):
C (3.14, 5.28, 0.22)  -0.173
C (3.48, 3.91, -0.26)  -0.241
C (2.54, 3.39, -1.47)  -0.162
C (3.11, 2.13, -1.91)  -0.320
C (2.25, 1.75, -2.96)  -0.305
C (1.02, 1.21, -2.68)  -0.321
O (1.26, 0.08, -1.77)  -0.071
C (-0.15, -0.36, -1.34)  -0.083
C (-1.42, 0.04, -1.63)  0.028
C (-2.45, -0.71, -0.93)  -0.034
C (-2.25, -1.75, -0.30)  -0.254
C (-0.97, -2.02, 0.05)  -0.118
C (0.08, -1.42, -0.24)  0.009
H (1.13, -1.88, -0.31)  0.158
H (-0.83, -2.87, 0.86)  0.166
C (-3.29, -2.40, 0.57)  -0.195
C (-3.51, -3.91, 0.56)  -0.607
O (-4.46, -4.50, 0.75)  0.180
O (-2.67, -4.51, -0.27)  0.112
H (-2.57, -5.49, -0.30)  0.154
H (-4.39, -1.85, 0.14)  0.230
C (-3.30, -2.13, 1.95)  -0.170
C (-2.31, -2.87, 2.68)  -0.546
O (-2.04, -4.10, 2.64)  0.048
N (-1.71, -1.89, 3.34)  0.193
H (-1.67, -1.08, 3.47)  -0.041
C (-0.28, -2.50, 4.35)  0.124
H (0.50, -2.19, 3.59)  0.085
H (-0.21, -3.63, 4.08)  0.087
H (-0.31, -2.32, 5.27)  -0.047
H (-3.50, -1.01, 2.17)  0.160
H (-4.47, -2.37, 2.52)  0.232
H (-3.45, -0.41, -1.24)  0.133
H (-1.54, 0.81, -2.17)  0.030
H (0.41, 0.91, -3.58)  0.154
H (0.33, 1.91, -2.44)  0.089
H (2.09, 2.50, -3.89)  0.168
H (3.03, 0.59, -3.62)  0.215
H (3.12, 1.40, -1.21)  0.081
H (4.30, 2.23, -2.44)  0.204
H (1.75, 3.28, -0.98)  0.040
H (2.92, 4.15, -2.39)  0.203
H (3.68, 3.35, 0.50)  0.024
H (4.69, 4.16, -0.57)  0.170
H (2.09, 5.41, 0.52)  0.068
H (3.03, 6.02, -0.47)  0.026
H (3.77, 5.65, 1.13)  0.116

The calculation puts the gap between HOMO and LUMO at 9.6 eV. For the HOMO energy, the calculation gives -0.336 Ha. The calculation puts the total energy at -27698.4908 eV. As for the LUMO energy: 0.49 eV.